Record 1
Below is 2 unconnected molecules or ions with the total composition CHCl2NO3, with properties calculated with ωB97M-V with the def2-TZVPD basis set.

Summary:
**2S+1**: 1
**Energy relative to the best compared isomer or geometry (same formula, charge and spin)**: 1.800 eV
**Energy**: -1239.34312 Ha
**Charge**: 0
**LUMO level**: -1.7 eV

Each line ends with the Löwdin charge.
Element x y z (Å)
C  0.92823  -0.87040  -0.33368  -1.093
N  -0.97948  0.99760  0.33137  -0.548
O  -0.95483  0.85382  -0.93070  -0.043
O  -1.70881  1.79953  0.85206  0.096
O  -0.24679  0.25636  1.01764  -0.064
Cl  2.40389  -0.33997  -0.13249  0.861
Cl  0.44121  -2.39857  0.15086  0.747
H  0.11658  -0.29836  -0.95506  0.044

Cartesian forces, eV/Å:
-4.7 0.3 -0.3
-1.5 1.0 -2.0
-0.1 0.1 0.4
0.1 0.1 0.4
1.8 -1.4 0.9
2.6 0.7 0.4
0.4 -0.3 0.1
1.3 -0.5 0.1

***

Record 2
Below is a single C23H28N4O5S molecule, with properties calculated with ωB97M-V with the def2-TZVPD basis set.

Summary:
**2S+1**: 1
**SMILES string**: Cc1ccc(S(=O)(=O)N2CCN(C(=O)c3ccc(N4CCCCC4)c([N+](=O)[O-])c3)CC2)cc1
**Energy relative to the best compared isomer or geometry (same formula, charge and spin)**: 4.947 eV
**Energy**: -1886.56784 Ha
**Charge**: 0
**LUMO level**: -0.3 eV

Each line ends with the Löwdin charge.
Element x y z (Å)
C  2.69391  7.41445  5.30951  -0.046
C  1.77881  6.52825  4.52352  -0.267
C  1.94373  6.38279  3.14848  -0.027
C  1.08419  5.58492  2.41529  -0.048
C  0.05559  4.92885  3.06289  -0.292
C  -0.12989  5.05740  4.42534  -0.051
C  0.73369  5.85822  5.15228  -0.027
H  0.59581  5.96665  6.21790  0.116
H  -0.94923  4.53199  4.89028  0.116
S  -1.03257  3.89513  2.09844  0.679
O  -1.42487  4.58627  0.90614  -0.281
O  -2.05939  3.35236  2.94246  -0.279
N  0.04547  2.68054  1.61812  -0.234
C  -0.43453  1.91788  0.48351  -0.172
H  -0.73172  2.63276  -0.28378  0.120
C  0.68881  1.00340  -0.01353  -0.119
N  1.13242  0.15136  1.06522  -0.047
C  0.84865  -1.17251  1.19132  -0.420
O  1.00232  -1.77357  2.23714  0.083
C  0.41109  -1.87946  -0.05013  -0.146
C  -0.76764  -2.59889  -0.05656  0.073
C  -1.15982  -3.31609  -1.18276  -0.080
C  -0.31776  -3.43892  -2.31353  -0.144
N  -0.60223  -4.27567  -3.34593  -0.089
C  -1.14094  -5.60761  -3.15397  -0.147
H  -1.47639  -5.74213  -2.12640  0.122
C  -2.26904  -5.89069  -4.14144  -0.175
C  -1.74478  -5.71613  -5.56259  -0.204
C  -1.14679  -4.32158  -5.70729  -0.172
H  -0.72909  -4.18280  -6.70563  0.111
H  -1.93067  -3.57837  -5.55335  0.121
C  -0.04646  -4.09325  -4.66705  -0.162
H  0.32961  -3.07570  -4.77070  0.116
H  0.77923  -4.79923  -4.83992  0.132
H  -2.55236  -5.85382  -6.28232  0.110
H  -0.97779  -6.46795  -5.76753  0.112
H  -2.63795  -6.90504  -3.98674  0.116
H  -3.08431  -5.19131  -3.95729  0.099
H  -0.32478  -6.32702  -3.32939  0.133
C  0.86664  -2.67402  -2.28420  0.008
C  1.21388  -1.91325  -1.19478  -0.022
H  2.14616  -1.36770  -1.20388  0.126
H  1.54721  -2.72211  -3.11878  0.107
N  -2.51069  -3.79374  -1.17750  -0.362
O  -2.98974  -4.14095  -0.11669  0.090
O  -3.12906  -3.75470  -2.22553  0.078
H  -1.42609  -2.58129  0.79923  0.137
C  1.55279  0.89221  2.23635  -0.107
H  1.81015  0.17052  3.01306  0.126
H  2.43019  1.49168  1.97388  0.133
C  0.43094  1.81533  2.71340  -0.173
H  0.77760  2.44480  3.53465  0.122
H  -0.42550  1.22039  3.06092  0.136
H  0.32999  0.40290  -0.84856  0.119
H  1.53336  1.61885  -0.34185  0.135
H  -1.30775  1.30884  0.76270  0.140
H  1.18762  5.46527  1.34904  0.117
H  2.75046  6.90196  2.65225  0.115
H  3.67518  7.47176  4.84542  0.078
H  2.80243  7.05488  6.32963  0.079
H  2.28185  8.42290  5.35123  0.089

Cartesian forces, eV/Å:
0.0 0.1 0.0
-0.1 -0.1 0.0
-0.1 -0.1 0.0
0.1 0.1 -0.1
-0.4 -0.4 -0.2
-0.2 -0.1 0.0
0.0 0.0 -0.1
0.0 0.0 0.1
-0.1 -0.1 0.1
0.4 -0.2 -0.1
0.2 0.1 -0.1
0.2 0.0 0.3
-0.4 0.9 0.3
-0.2 -0.1 -0.6
0.0 -0.2 -0.1
-0.4 0.3 -0.1
0.1 0.1 0.1
0.1 -0.1 -0.2
-0.2 -0.2 0.2
0.0 -0.3 -0.2
0.0 0.0 -0.1
1.2 0.5 0.0
-0.1 0.1 0.4
0.0 0.0 -0.2
-0.4 -0.2 0.1
0.1 0.0 0.0
0.2 -0.1 0.0
-0.2 0.2 0.1
0.2 -0.2 0.0
0.0 0.0 0.0
0.0 0.1 0.0
-0.1 0.2 -0.3
0.0 -0.1 0.0
0.1 0.1 0.0
0.0 -0.1 -0.1
0.0 -0.1 -0.1
0.0 0.0 0.0
0.0 -0.1 0.0
0.0 0.0 0.1
-0.1 -0.1 -0.1
-0.2 0.0 0.3
0.1 0.1 0.0
0.0 -0.1 -0.1
-0.8 -0.1 0.0
-0.1 -0.2 0.2
-0.1 0.0 0.0
0.0 0.0 0.0
0.0 0.1 0.4
0.0 0.2 -0.1
0.0 0.0 0.0
0.3 -0.4 0.4
0.1 -0.2 0.1
0.1 0.0 0.0
0.0 0.1 0.1
-0.1 0.0 -0.1
0.0 0.0 -0.1
0.1 0.0 -0.2
0.1 0.0 -0.1
0.1 0.0 0.0
0.1 0.0 0.1
0.0 0.1 0.0